No. 1
This record from the OMol25 dataset describes a 8-piece molecular cluster, H15O8 overall in a non-equilibrium geometry. The level of theory is wB97M-V/def2-TZVPD.

XYZ file:
```
23
Properties=species:S:1:pos:R:3:nbo_charge:R:1
O -0.22782 0.04529 -0.33690 -1.255
H 0.02799 -0.75617 0.10456 0.435
O -2.27491 -1.49439 -1.40910 -0.984
H -1.46945 -0.96885 -1.22647 0.500
H -2.29983 -2.14801 -0.66177 0.457
O -0.97332 2.40556 -1.41070 -0.974
H -0.69208 1.53613 -0.91997 0.509
H -0.69254 2.10161 -2.20702 0.436
O 2.10697 -2.38154 1.24646 -0.976
H 2.33421 -1.92130 2.06744 0.479
H 2.45383 -1.97911 0.42921 0.498
O -1.49462 -0.95564 1.98790 -0.968
H -0.82014 -0.98089 1.30318 0.464
H -2.02985 -0.08989 1.82905 0.492
O -0.67270 2.01558 1.54367 -0.987
H -0.22896 2.78015 1.10522 0.469
H -0.39374 1.30369 0.96963 0.490
O 2.19006 0.79983 0.79733 -0.956
H 1.97592 0.71159 1.81117 0.453
H 1.41043 0.51080 0.44272 0.482
O 0.89609 -0.52971 -2.63864 -0.990
H 0.47962 0.26048 -3.03327 0.434
H 0.39484 -0.26521 -1.79369 0.493
```

Computed properties:
net charge = -1
spin multiplicity = 1
LUMO level = 3.3 eV

No. 2
This record from the OMol25 dataset describes H16HfO8 as an isolated structure in a non-equilibrium geometry. The level of theory is wB97M-V/def2-TZVPD.

XYZ file:
```
25
Properties=species:S:1:pos:R:3:nbo_charge:R:1
Hf -0.08995 -0.01204 0.07304 2.515
O 0.44638 1.70681 -1.18737 -0.932
H 0.60666 1.96439 -2.07834 0.569
H 0.24589 2.58481 -0.88978 0.549
O 1.56557 1.01683 1.09695 -0.932
H 1.72289 0.92232 2.07781 0.559
H 2.40787 1.19599 0.80049 0.553
O -0.43860 -0.61057 -2.11714 -0.982
H 0.20813 -1.18181 -2.70146 0.579
H -1.03571 -0.27589 -2.76477 0.559
O -0.01513 -2.12393 -0.10786 -0.952
H -0.23845 -2.71026 0.62309 0.570
H -0.14725 -2.64333 -0.92591 0.582
O -0.27385 -0.55596 2.07567 -0.972
H 0.24777 -1.06045 2.75717 0.593
H -0.72317 0.05639 2.72948 0.577
O 1.81069 -0.61528 -0.90398 -0.960
H 2.33740 -1.25039 -0.36787 0.555
H 2.49553 -0.30387 -1.49534 0.573
O -2.10416 -0.58681 0.12239 -0.928
H -2.38558 -1.33988 -0.35994 0.564
H -2.88765 -0.10886 0.38918 0.575
O -1.09078 1.66738 0.92838 -0.972
H -0.86670 2.13836 1.76669 0.586
H -1.79782 2.12604 0.45942 0.575
```

Computed properties:
net charge = +4
spin multiplicity = 1
LUMO level = -16.6 eV

No. 3
This record from the OMol25 dataset describes H16HfO8 as an isolated structure in a non-equilibrium geometry. The level of theory is wB97M-V/def2-TZVPD.

XYZ file:
```
25
Properties=species:S:1:pos:R:3:nbo_charge:R:1
Hf 0.01340 -0.00304 -0.01288 2.588
O -0.96360 -2.01204 0.07412 -0.953
H -1.19760 -2.64804 -0.62188 0.573
H -0.70460 -2.60404 0.77512 0.553
O 1.91040 1.10896 -0.08488 -0.967
H 2.11240 1.96196 -0.53988 0.580
H 2.80240 0.74496 -0.00588 0.567
O 1.52240 -1.45304 0.83412 -0.966
H 2.18340 -1.25304 1.48612 0.560
H 1.75540 -2.39304 0.73312 0.568
O -0.50560 2.19796 -0.19988 -0.983
H -0.58360 2.79796 -0.97688 0.572
H -0.52760 2.89996 0.48912 0.570
O -2.05660 0.25596 0.77212 -0.944
H -2.39860 1.00396 1.21812 0.556
H -2.74760 -0.37304 0.63512 0.563
O 0.94340 -1.02704 -1.61288 -0.978
H 1.31040 -1.96304 -1.59088 0.582
H 1.11740 -0.70104 -2.52388 0.582
O -1.34560 0.14996 -1.67288 -0.966
H -1.44960 -0.29204 -2.57688 0.591
H -2.07060 0.78296 -1.67488 0.567
O 0.23840 0.80696 1.98412 -0.978
H -0.20560 0.49696 2.80412 0.582
H 0.84740 1.51396 2.28912 0.580
```

Computed properties:
net charge = +4
spin multiplicity = 1
LUMO level = -16.6 eV

No. 4
This record from the OMol25 dataset describes a 8-piece molecular cluster, H16O8 overall in a non-equilibrium geometry. The level of theory is wB97M-V/def2-TZVPD.

XYZ file:
```
24
Properties=species:S:1:pos:R:3:nbo_charge:R:1
O -0.33229 0.68862 0.91488 -0.927
H 0.52728 0.76394 1.27549 0.450
H -1.06372 0.85706 1.61284 0.472
O -2.78349 -1.90986 -0.39014 -0.932
H -3.69119 -1.41457 -0.24877 0.458
H -2.92539 -2.22975 -1.28583 0.472
O -3.47413 0.97671 -0.48072 -0.936
H -4.39230 1.16679 -0.33396 0.465
H -3.16932 0.29228 0.18128 0.472
O 3.16477 3.17897 2.60370 -0.966
H 2.60620 2.38689 2.85679 0.479
H 2.92040 4.02123 2.99655 0.487
O -1.81728 0.32552 -3.65373 -0.950
H -1.16532 1.11012 -3.85533 0.468
H -1.32502 -0.10959 -2.90419 0.481
O 0.66408 -0.23132 -0.75268 -0.877
H 1.25494 0.40984 -0.40603 0.439
H 1.26615 -0.98941 -0.69806 0.440
O 3.01010 0.89360 -1.67727 -0.914
H 3.03742 0.71036 -0.72892 0.449
H 3.30913 0.14026 -2.10527 0.467
O 1.07751 -3.81147 2.42143 -0.926
H 1.43319 -3.22380 1.72226 0.463
H 1.86827 -4.00242 2.93570 0.463
```

Computed properties:
spin multiplicity = 1
LUMO level = -0.2 eV

No. 5
This record from the OMol25 dataset describes a 8-piece molecular cluster, H16O8 overall. The level of theory is wB97M-V/def2-TZVPD.

XYZ file:
```
24
Properties=species:S:1:pos:R:3:nbo_charge:R:1
O -1.77264 -23.24658 22.46002 -0.990
H -2.74085 -23.33858 22.36481 0.508
H -1.49698 -24.01940 22.96645 0.485
O -5.54626 -24.83678 19.36125 -0.971
H -5.49814 -25.22474 18.47728 0.499
H -6.47142 -24.94210 19.62623 0.496
O 0.01106 -21.18575 21.64818 -0.967
H -0.42652 -20.86738 20.85203 0.460
H -0.59882 -21.85177 22.02165 0.494
O -4.23944 -23.31685 21.31032 -0.986
H -4.83156 -23.74302 20.65430 0.506
H -4.49881 -22.38719 21.30058 0.481
O 0.36193 -23.04975 18.02846 -0.950
H 0.95863 -22.52516 18.57437 0.467
H -0.13979 -23.58540 18.65815 0.481
O -1.74733 -24.57454 19.61032 -0.973
H -1.71398 -23.84491 20.24816 0.497
H -2.59117 -25.00226 19.77814 0.474
O -4.19346 -27.36754 20.11523 -0.946
H -3.95366 -27.74028 19.25893 0.466
H -4.46920 -26.45611 19.93285 0.471
O -1.48832 -25.56652 16.37938 -0.933
H -1.85783 -24.98249 17.05474 0.476
H -1.73197 -26.45261 16.66615 0.458
```

Computed properties:
spin multiplicity = 1
LUMO level = -0.5 eV

No. 6
This record from the OMol25 dataset describes a 8-piece molecular cluster, H16O8 overall in a non-equilibrium geometry. The level of theory is wB97M-V/def2-TZVPD.

XYZ file:
```
24
Properties=species:S:1:pos:R:3:nbo_charge:R:1
O 1.93583 -1.43825 -2.18854 -0.976
H 2.57383 -0.74925 -2.35954 0.460
H 1.15383 -0.93825 -1.81054 0.493
O 0.13983 0.45675 2.50046 -0.954
H 1.08083 0.34575 2.68446 0.508
H -0.15517 1.23875 3.00446 0.468
O 2.46383 -1.18625 0.93346 -0.965
H 2.61583 -1.78725 0.19946 0.488
H 2.04083 -0.47325 0.41146 0.472
O 0.29583 0.18475 -0.86154 -1.012
H -0.60017 -0.21625 -0.87654 0.478
H 0.21483 1.02475 -0.28954 0.514
O -1.83717 -1.36125 -0.97554 -0.929
H -2.76417 -1.14625 -0.85154 0.492
H -1.48017 -1.18525 -0.07954 0.498
O 1.01383 3.76375 1.91546 -0.954
H 0.29183 3.44775 1.34546 0.482
H 1.70083 3.14375 1.70246 0.457
O -0.87917 2.21875 0.75346 -0.956
H -0.72517 1.72775 1.56446 0.484
H -1.82917 2.12575 0.73446 0.483
O -2.17417 -3.24725 -2.77154 -0.958
H -3.07817 -3.48825 -2.54454 0.450
H -1.99917 -2.46125 -2.14054 0.478
```

Computed properties:
spin multiplicity = 1
LUMO level = -0.5 eV

No. 7
This record from the OMol25 dataset describes a 8-piece molecular cluster, H16O8 overall in a non-equilibrium geometry. The level of theory is wB97M-V/def2-TZVPD.

XYZ file:
```
24
Properties=species:S:1:pos:R:3:nbo_charge:R:1
O -1.32616 0.00666 0.31495 -0.911
H -1.61359 0.50669 1.15121 0.421
H -0.60232 0.50382 -0.09303 0.478
O -4.46113 -1.19780 0.70656 -0.918
H -4.89105 -0.46393 0.19477 0.476
H -4.05986 -0.64245 1.31637 0.443
O 3.65816 -0.71416 2.55276 -0.913
H 3.09567 -0.42771 1.81869 0.457
H 4.17084 -1.29003 2.04919 0.457
O 2.90397 1.87081 -0.00212 -0.908
H 3.50316 1.18438 0.14444 0.460
H 3.48398 2.51426 -0.40887 0.460
O 3.21750 -1.64225 -1.80119 -0.953
H 2.64378 -1.20043 -1.18706 0.476
H 2.71075 -1.77838 -2.65583 0.477
O -1.36206 -1.55566 -0.64460 -0.918
H -1.08688 -2.10697 -1.33451 0.442
H -2.00990 -1.99455 -0.10730 0.482
O 1.08881 1.36139 -0.72455 -0.910
H 0.23237 1.24604 -1.25419 0.427
H 1.47847 1.89720 -1.39434 0.475
O -3.64576 1.66444 -0.24705 -0.932
H -3.48293 1.20626 0.56350 0.458
H -4.15914 2.49840 -0.04117 0.472
```

Computed properties:
spin multiplicity = 1
LUMO level = 0.2 eV

No. 8
This record from the OMol25 dataset describes a 8-piece molecular cluster, H16O8 overall. The level of theory is wB97M-V/def2-TZVPD.

XYZ file:
```
24
Properties=species:S:1:pos:R:3:nbo_charge:R:1
O 4.14379 -2.27472 1.32917 -0.938
H 4.82534 -1.89650 1.88473 0.471
H 4.59316 -2.49227 0.51249 0.468
O 0.63573 0.53339 -4.53410 -0.939
H 0.27658 0.79619 -5.38156 0.473
H 1.43373 0.05121 -4.75075 0.467
O -3.11261 3.54731 3.70307 -0.939
H -3.66687 3.15523 4.37783 0.469
H -2.51844 2.84377 3.44189 0.470
O 1.57333 -7.74709 -0.07300 -0.934
H 0.66129 -8.03687 -0.09420 0.468
H 1.52223 -6.79161 -0.09921 0.467
O 2.30798 3.69349 -1.64028 -0.936
H 2.11486 2.77850 -1.84452 0.470
H 3.12631 3.66124 -1.14478 0.466
O -2.04400 4.76017 -0.83509 -0.940
H -1.14129 4.44663 -0.78004 0.471
H -2.37509 4.69691 0.06080 0.469
O -4.29131 -1.17823 2.32435 -0.938
H -3.73750 -1.24808 1.54677 0.472
H -5.01434 -0.61224 2.05398 0.467
O -0.04838 -0.75245 0.21563 -0.941
H 0.72241 -1.26330 0.46288 0.472
H 0.01308 -0.67068 -0.73608 0.469
```

Computed properties:
spin multiplicity = 1
LUMO level = 0.1 eV

In order of appearance, E_tot = -610.94281 -657.91926 -657.95634 -611.39745 -611.50789 -611.47597 -611.33054 -611.47677 Eh.
In order of appearance, energy above the lowest of the compared OMol25 structures with the same formula, charge and spin = 2.526 1.323 0.314 5.039 2.033 2.902 6.859 2.880 eV.
In order of appearance, Kohn-Sham gap = 9.92 12.54 12.46 10.06 10.31 10.25 9.85 11.32 eV.